No. 1
14
Properties=species:S:1:pos:R:3:forces:R:3:mulliken_charge:R:1 method="wB97M-V/def2-TZVPD" orbital_gap_ev=9.89 energy_ev=-17158.674 homo_ev=-9.12 de_lowest_kcal_mol=41.0
C -1.356537 -0.597441 -0.123607 1.2 0.5 0.4 -0.3217
C -1.079273 0.832007 -0.426162 0.7 0.6 -1.3 -0.0343
C 0.069396 1.401623 -0.123758 -0.2 1.9 0.3 -0.4478
C 1.261491 0.824818 0.532927 -1.0 -1.4 1.2 -0.7834
H -3.139335 -0.034911 -0.082768 -0.1 -0.7 0.6 0.2988
H -0.719712 -0.982374 0.663074 0.6 0.2 0.0 0.3311
H -1.188327 -1.225634 -0.968045 -0.1 -0.7 -1.0 0.2570
H -1.728763 1.474924 -1.081986 0.0 -1.0 1.0 0.2834
H 0.154350 2.509550 -0.206765 -0.1 -0.9 -0.5 0.2843
H 1.972923 1.571988 0.464217 2.0 1.0 -0.2 0.4130
H 1.045791 0.703552 1.605088 0.1 -0.2 -0.2 0.3296
H 2.859490 -1.035279 0.401994 1.5 0.0 1.1 0.1182
O -2.604748 -0.686935 0.410646 -3.1 0.3 0.0 -0.5080
S 1.763194 -0.765773 -0.202274 -1.5 0.3 -1.3 -0.2202

***

No. 2
14
Properties=species:S:1:pos:R:3:forces:R:3:mulliken_charge:R:1 method="wB97M-V/def2-TZVPD" orbital_gap_ev=9.23 energy_ev=-17156.031 homo_ev=-9.50 de_lowest_kcal_mol=101.9
C 0.559121 1.965268 0.000180 -0.4 0.7 1.0 -0.9175
C 0.325082 0.398868 -0.289898 0.3 0.8 0.4 0.1367
C -0.833825 -0.129290 0.453043 -2.5 -1.1 0.8 -0.2413
C -1.734626 -1.048479 -0.226751 0.2 -0.2 -2.9 -0.5461
H 0.124510 2.242639 1.171600 1.9 -1.0 -3.2 0.2311
H 1.699946 2.074638 -0.198701 -2.1 0.5 0.9 0.2887
H -0.045300 2.791245 -0.625576 1.3 -2.4 0.9 0.2697
H 0.100770 0.042490 -1.295371 0.1 1.2 -0.5 0.2769
H 1.417541 -1.373497 1.617061 0.9 1.6 -3.8 0.1422
H -0.866492 -0.318304 1.522564 0.7 0.7 0.2 0.6023
H -2.311427 -1.889307 0.201137 0.4 0.8 0.1 0.2780
H -1.388004 -1.247479 -1.349454 -1.1 0.3 2.3 0.1310
O -2.192892 0.311828 0.013057 1.7 -1.2 -0.1 -0.4237
S 1.807318 -0.745953 -0.047948 -1.6 -0.6 4.0 -0.2279

***

No. 3
16
Properties=species:S:1:pos:R:3:forces:R:3:mulliken_charge:R:1 method="wB97M-V/def2-TZVPD" orbital_gap_ev=9.32 energy_ev=-38830.669 homo_ev=-8.75 de_lowest_kcal_mol=6.6
C 1.707435 -0.635736 -2.133151 -0.2 -0.8 -0.7 -0.7436
C -0.418279 1.085124 -1.726197 0.1 1.9 -2.3 -0.5552
C -0.852330 0.049565 0.633844 0.1 1.0 0.4 0.5776
C -0.823791 -0.481050 3.217730 -0.1 0.6 0.9 -0.8068
H 1.890071 -0.319002 -1.080102 0.2 -0.2 -0.9 0.2173
H 2.632120 -0.907736 -2.711458 -0.7 0.6 0.8 0.3157
H 1.095192 -1.587357 -2.134691 0.5 1.2 0.1 0.2668
H -1.080346 1.806014 -2.303878 0.5 -0.9 1.0 0.3341
H 0.111377 1.664859 -0.955774 -0.5 -0.5 -0.1 0.3381
H 0.104761 0.036587 3.021718 0.1 0.3 0.0 0.2667
H -0.592569 -1.210807 3.990257 -0.3 -0.3 -0.1 0.3471
H -1.588544 0.231689 3.585512 0.5 -0.4 -0.2 0.2786
O -0.296363 1.071117 0.992995 -0.3 -1.1 -0.1 -0.5647
S 0.819490 0.704984 -3.068055 -0.1 -1.2 1.5 -0.0608
S -1.373087 -0.255192 -1.031492 0.4 0.2 -0.1 -0.1326
S -1.335138 -1.253059 1.702743 0.0 -0.3 -0.1 -0.0784

***

| no. | largest force on an atom (Eh/bohr) |
| --- | --- |
| 1 | 0.0599 |
| 2 | 0.0839 |
| 3 | 0.0585 |